C11H11Cl2LaO3PYb | wB97M-V/def2-TZVPD

XYZ file:
```
30
Properties=species:S:1:pos:R:3:forces:R:3
La -0.93183 -0.16511 -4.70550 -3.1164 -0.6220 1.1431
Yb 0.99054 0.53353 -0.13761 -0.5810 -0.6859 -0.0413
Cl -0.79921 -2.43471 -3.74131 0.1763 -0.4350 0.3818
Cl 0.49991 1.11583 -2.56263 0.1014 -0.0365 0.0521
C 2.04458 2.71066 0.14835 2.4355 6.9285 0.0955
C 0.62418 -1.49232 -6.28941 6.3775 -3.7758 -2.9571
C 0.73806 1.09982 -5.94927 4.7318 4.5923 -3.8683
O 2.42873 3.80913 0.15170 -2.0322 -6.0457 0.0528
O 1.59706 -2.00815 -6.69231 -5.7216 2.8759 2.2025
O 1.41282 1.78149 -6.57840 -2.5464 -2.6757 2.3896
C -2.80241 -1.38433 1.29306 -0.8636 -0.6804 -0.5339
P -1.41451 -0.72452 0.35409 0.5696 0.4910 0.4195
C -1.80653 1.09462 0.22976 -0.5254 -0.5480 -0.3852
C -0.14746 -0.57254 1.68562 0.4628 -0.3825 0.2523
C 1.06528 -1.30019 1.49451 0.3110 0.4114 0.2684
C 2.18869 -0.98318 2.28836 -0.0352 -1.3154 -0.9881
C 2.05914 -0.13752 3.36538 -0.3478 0.8132 0.6569
C 0.84833 0.51530 3.60473 -0.2076 0.3077 0.6824
C -0.23676 0.34675 2.74779 0.2627 -0.5155 -0.4601
H -3.64744 -1.51993 0.60169 0.1268 -0.0441 0.3103
H -3.09543 -0.73055 2.11119 0.1046 0.1604 0.0140
H -2.51034 -2.36096 1.68823 -0.0567 0.0229 -0.0895
H -2.33970 1.39456 1.12489 0.0749 0.3899 0.1161
H -0.96464 1.79641 0.06425 -0.1662 0.2390 0.0469
H -2.48216 1.21253 -0.62824 0.1940 0.1956 0.1923
H 1.13928 -2.09416 0.72818 -0.0838 0.2415 0.2744
H 3.13077 -1.49678 2.10391 -0.1233 -0.0022 0.1177
H 2.86854 -0.00237 4.06532 0.2650 0.0851 -0.0085
H 0.71359 1.14366 4.49591 0.2299 -0.2224 -0.3994
H -1.17107 0.85304 2.93777 -0.0164 0.2328 0.0629
```
Forces are in eV/Å.

Computed properties:
- HOMO energy (spin up / spin down): -0.826 / -0.827 Ha
- Total charge: +4
- Spin multiplicity: 2

Atom charges from the Mulliken analysis, given in e for atoms 1 to 5:
1. La 1.75
2. Yb 0.95
3. Cl -0.32
4. Cl -0.39
5. C 0.24

C11H11Cl2N3O | wB97M-V/def2-TZVPD

XYZ file:
```
28
Properties=species:S:1:pos:R:3:forces:R:3
Cl -6.26763 -0.06573 -0.16017 -0.1402 -0.0889 -0.0268
C -4.58116 -0.38000 0.01596 0.0928 0.1820 0.0345
C -4.10378 -1.68224 -0.05763 0.0951 0.1324 0.0217
C -2.75778 -1.93870 0.07755 0.1699 0.1100 0.0230
C -1.84967 -0.89711 0.29221 -0.3880 0.0131 -0.0551
O -0.55353 -1.26757 0.42405 -0.1707 -0.2005 -0.0462
C 0.45291 -0.28720 0.57226 0.3418 0.2106 -0.1570
C 0.80121 0.38750 -0.75904 -0.0246 -0.0399 0.3077
C 1.92686 1.41178 -0.59332 -0.6497 -0.0226 -0.1677
N 3.16036 0.78916 -0.20234 0.7058 -0.2098 -0.2163
C 4.12898 0.25192 -0.96629 -0.0894 0.0797 0.2077
N 5.07194 -0.25632 -0.21113 0.4589 -0.2638 -0.3426
C 4.63443 -0.01058 1.03912 -0.1587 0.0580 -0.2408
N 3.48315 0.61613 1.08520 -0.4003 0.2502 0.7408
C -2.32778 0.40721 0.36898 0.2725 -0.1016 0.0475
C -3.68535 0.65812 0.23179 -0.1875 -0.2717 -0.0569
Cl -4.24374 2.28577 0.32872 0.0612 0.1530 0.0241
H -4.79893 -2.48965 -0.22250 -0.0774 -0.0681 -0.0153
H -2.37842 -2.94592 0.02418 0.0423 -0.1331 -0.0096
H 1.31944 -0.83527 0.95078 -0.1484 0.1575 0.0078
H 0.17068 0.45913 1.32345 0.0214 -0.0688 0.0107
H -0.07853 0.89204 -1.16141 0.0037 0.0098 -0.0524
H 1.10213 -0.38213 -1.47304 -0.0282 0.0233 -0.0317
H 1.66609 2.13276 0.18551 0.1082 0.0134 -0.1407
H 2.08973 1.94072 -1.53584 0.0125 0.0031 0.1552
H 4.11832 0.25687 -2.03674 -0.0784 0.0476 -0.2887
H 5.17533 -0.29723 1.91669 0.0731 -0.0344 0.2615
H -1.67523 1.24653 0.54299 0.0822 0.0597 0.0057
```
Forces are in eV/Å.

Computed properties:
- HOMO energy: -0.320 Ha
- SMILES: Clc1ccc(OCCCn2cncn2)cc1Cl
- Spin multiplicity: 1

Atom charges from the natural (NBO) analysis, given in e for atoms 1 to 5:
1. Cl 0.03
2. C -0.10
3. C -0.19
4. C -0.25
5. C 0.33

C11H11ClHfN2O2 | wB97M-V/def2-TZVPD

XYZ file:
```
28
Properties=species:S:1:pos:R:3:forces:R:3
Cl -0.77883 -3.21274 1.47114 -0.1077 2.8837 -1.1634
C 2.03333 -0.28028 1.45949 0.1136 -0.0692 0.1632
C 1.98332 0.48390 0.27285 -0.2573 0.3112 -0.2060
C 1.86716 -0.41173 -0.82294 0.1706 -0.0178 0.0119
H 2.01687 1.55816 0.20778 0.2434 0.0474 -0.0295
C 1.83212 -1.73379 -0.31550 0.4491 0.0248 -0.2943
C 1.96176 -1.64280 1.09547 -0.4389 0.2318 0.1692
H 1.89330 -2.47501 1.77216 0.2081 -0.1276 0.1049
H 2.10656 0.10618 2.46209 0.1494 0.0528 0.1558
H 1.80442 -0.13463 -1.86227 0.0723 0.0477 -0.2021
C 1.73645 -2.99451 -1.10060 -0.1462 -0.2904 -0.0667
Hf -0.18094 -0.55705 0.44330 10.1551 0.3143 -0.2189
C -1.54285 -1.28016 -0.76001 -9.6092 -5.7094 -9.6432
O -2.34207 -1.64282 -1.52801 3.7596 1.7303 3.8698
C -1.38917 -0.21319 1.94727 -8.4845 1.5502 12.1639
O -2.11514 -0.08469 2.85115 3.4699 -0.4715 -4.6521
H 1.11995 -2.85754 -1.98742 0.0588 -0.0607 -0.1511
H 1.28804 -3.77722 -0.49130 0.0638 -0.0789 -0.0548
H 2.72308 -3.33457 -1.42687 -0.0530 0.1090 0.0562
N -2.67344 2.97897 -0.70931 -0.6850 -1.1031 -0.0631
C -1.53469 3.64113 -0.44790 1.9216 1.0304 0.5169
C -0.57921 2.72737 -0.05088 -0.2866 2.2919 -0.3807
N -1.12955 1.49708 -0.07743 -0.8764 -1.5048 -0.2619
C -2.40609 1.68254 -0.47661 -0.7485 -0.5159 -0.1404
H -3.58182 3.38628 -1.02542 1.1096 -0.5760 0.3789
H -1.40931 4.71134 -0.53661 -0.2246 -0.1215 -0.0597
H 0.42973 2.96917 0.22966 0.0098 -0.1817 0.0305
H -3.13297 0.89063 -0.59327 -0.0367 0.2029 -0.0332
```
Forces are in eV/Å.

Computed properties:
- HOMO energy: -0.620 Ha
- Total charge: +2
- Spin multiplicity: 1

Atom charges from the natural (NBO) analysis, given in e for atoms 1 to 5:
1. Cl -0.34
2. C -0.35
3. C -0.35
4. C -0.35
5. H 0.27

C11H11N | wB97M-V/def2-TZVPD

XYZ file:
```
23
Properties=species:S:1:pos:R:3:forces:R:3
C -1.31743 0.72360 -1.81461 -1.1244 1.6934 -3.0670
C -0.76147 0.13983 -0.74047 1.6898 0.6670 2.7003
C -1.53047 -0.68867 0.16602 -0.3325 1.9696 -0.9820
C -2.93976 -0.81538 -0.10994 2.7030 -1.5255 0.6519
C -3.32832 -0.45159 -1.44728 -2.5455 -1.1041 -0.4417
C -2.62023 0.37134 -2.32893 1.0467 0.7691 2.7831
H -0.73545 1.56769 -2.28493 -0.7154 -1.0493 0.2313
H 0.28678 0.67902 -0.36927 -4.4557 -2.6226 -2.1281
H -0.95831 -0.92726 1.10136 -1.3660 -0.2737 -0.8163
H -3.50315 -1.34125 0.76536 0.3602 0.9220 -2.4076
H -4.29914 -0.86475 -1.92234 1.1746 0.9589 1.4962
H -3.20757 1.01271 -3.02058 0.8929 -1.0699 -0.1150
C 1.91938 0.83404 0.26180 0.0366 0.7844 -0.5505
C 3.16657 0.29316 0.18277 0.8622 0.2029 -0.2801
C 3.46721 -0.62809 1.16548 2.7343 -1.1231 0.5954
N 2.83144 -0.92742 2.29676 -2.6438 0.3889 -1.6709
C 1.52773 -0.44640 2.27309 2.2319 0.9068 -0.1733
C 1.05763 0.42314 1.26569 -0.9390 -0.3810 3.5331
H 1.59462 1.48170 -0.55241 0.2379 0.3860 0.4227
H 3.97625 0.59503 -0.54620 -1.4012 -0.5445 0.7143
H 4.42933 -1.15293 1.00280 -0.3898 0.3257 0.5375
H 0.96358 -0.64968 3.17639 -0.2304 -0.0575 -0.2294
H -0.01923 0.77219 1.47943 2.1736 -0.2235 -0.8040
```
Forces are in eV/Å.

Computed properties:
- HOMO energy: -0.334 Ha
- SMILES: c1ccccc1.c1ccncc1
- Spin multiplicity: 1

Atom charges from the natural (NBO) analysis, given in e for atoms 1 to 5:
1. C -0.21
2. C -0.25
3. C -0.21
4. C -0.23
5. C -0.21

C11H11N3O6Pt | wB97M-V/def2-TZVPD

XYZ file:
```
32
Properties=species:S:1:pos:R:3:forces:R:3
Pt -0.15972 -0.32154 -0.97877 0.6397 0.4390 -0.6772
O -3.55165 1.92188 -1.29871 0.0814 0.4919 -0.0455
C -2.34416 1.40117 -1.22223 -1.2490 -1.5999 0.1736
O -2.22489 0.17673 -1.05176 0.0243 0.6598 -0.2739
C -1.20411 2.27650 -1.32336 1.6600 1.2832 -0.2376
C -1.14785 3.67221 -1.29183 -0.7775 -0.6256 -0.0813
C 0.08671 4.28344 -1.24162 0.7506 0.0052 0.0191
C 1.26220 3.52106 -1.23278 -0.4190 0.3299 -0.0521
C 1.15072 2.14780 -1.29296 0.0849 -0.3335 -0.2428
N -0.05033 1.58112 -1.35910 -0.7294 0.5812 0.4833
C 2.28353 1.11668 -1.25909 0.2139 -0.4803 -0.0028
O 3.43332 1.48615 -1.35264 -0.1572 0.2425 0.0637
O 1.88713 -0.11850 -1.13304 -0.0297 0.2632 -0.0298
H -4.18764 1.19319 -1.22699 -0.0513 -0.0205 0.0314
H -2.06986 4.23774 -1.29497 0.0461 0.0518 0.0577
H 0.15745 5.36089 -1.18497 -0.0597 0.0073 -0.0419
H 2.23976 3.97734 -1.16674 0.0292 -0.0561 -0.0145
C 1.08497 -2.50232 2.80467 0.0523 -0.0071 -0.0952
C 0.44470 -1.93975 1.57250 0.0893 0.3189 0.2221
N 0.31707 -0.67588 1.40048 -0.3207 -0.0971 0.3194
O 0.90036 0.09746 2.39482 0.3192 -0.2272 0.5234
C -0.07695 -2.79578 0.51579 -0.1526 -0.2490 -0.1896
C -0.33571 -4.25610 0.72160 0.0825 0.1649 -0.0840
N -0.33440 -2.23655 -0.64190 0.0619 -0.6908 -0.0820
O -0.79201 -2.85670 -1.65190 -0.1097 -0.3624 0.3257
H 1.99324 -1.94222 3.02232 -0.0023 -0.0376 0.0372
H 1.32665 -3.55524 2.69238 -0.0288 -0.0114 -0.0123
H 0.40943 -2.37489 3.65291 0.0439 -0.0304 0.0329
H 0.70707 0.99980 2.13561 -0.0720 0.0894 -0.1415
H -0.69248 -4.44606 1.73323 -0.0055 -0.0402 0.0170
H 0.57002 -4.84628 0.55857 -0.0317 -0.0561 -0.0087
H -1.08255 -4.58333 0.00049 0.0168 -0.0029 0.0062
```
Forces are in eV/Å.

Computed properties:
- HOMO energy (spin up / spin down): -0.271 / -0.271 Ha
- Spin multiplicity: 1

Atom charges from the natural (NBO) analysis, given in e for atoms 1 to 5:
1. Pt 1.02
2. O -0.63
3. C 0.77
4. O -0.57
5. C 0.03

C11H11N4O7 | wB97M-V/def2-TZVPD

XYZ file:
```
33
Properties=species:S:1:pos:R:3:forces:R:3
C 3.34818 0.58331 -1.96617 0.1319 -0.1000 0.5145
O 3.12654 0.44084 -0.52713 0.3201 0.0818 -0.6738
C 1.97163 0.97614 -0.09121 -1.5730 1.5909 -0.0439
N 1.60296 0.67163 1.17992 1.3579 -0.5859 -1.1198
C 0.33744 0.99991 1.42316 -2.0878 -0.5685 0.8627
N -0.48980 0.47590 2.40239 2.2413 1.1982 -2.3445
O -1.74414 0.90805 2.10044 -0.7865 1.7069 -1.0325
N -1.70715 1.78136 0.88810 3.2464 -1.2395 0.9760
O -2.73758 2.28353 0.47715 -0.6132 0.0589 -0.1296
C -0.40258 1.82763 0.49896 -3.7221 -1.6159 1.7559
C 0.03782 2.13476 -0.83806 -1.0682 1.2911 -0.9506
N 1.35024 1.73682 -1.01361 0.4627 -0.4403 -0.0276
H 4.38484 0.27390 -2.13771 -0.1931 -0.0094 0.1944
H 2.66570 -0.08264 -2.51855 0.1767 0.2942 0.2465
H 3.18784 1.61570 -2.30294 0.1112 -0.4339 0.2018
H -0.65432 2.06311 -1.70320 0.3868 -3.0111 0.7449
C -0.92665 6.85871 -2.39016 0.1756 0.0706 -0.0804
C 0.34102 6.03624 -2.59728 0.7881 -0.5522 0.2077
C 1.42787 6.76973 -3.37865 -0.0475 -0.1307 0.0563
O 0.97410 5.66587 -1.35636 -0.8231 0.0834 -0.6588
C 0.37470 4.69428 -0.57188 0.8243 0.6431 1.5280
O 0.81954 4.62139 0.55903 -1.0174 -0.2001 -1.1853
C -0.59279 3.74953 -1.20176 0.7036 1.5430 0.9309
C -0.62197 3.85383 -2.70855 -0.1548 -1.0811 -0.9498
O -1.08318 2.99930 -3.44150 -0.1189 0.5234 1.0252
O 0.06402 4.83805 -3.34330 -0.1111 0.8851 0.6123
H -1.68873 6.27665 -1.85990 0.1306 0.1637 -0.0526
H -0.67407 7.76195 -1.81384 -0.1544 -0.3368 -0.1446
H -1.32004 7.15854 -3.37455 0.1001 -0.1311 0.3648
H 2.27801 6.08384 -3.48318 -0.2027 0.2374 0.0140
H 1.07450 7.05824 -4.37604 -0.0054 -0.0815 0.2585
H 1.75095 7.66234 -2.82786 -0.1268 -0.2408 -0.1201
H -1.61420 3.63324 -0.67691 1.6488 0.3872 -0.9804
```
Forces are in eV/Å.

Computed properties:
- HOMO energy: -0.152 Ha
- Total charge: -1
- Spin multiplicity: 1

Atom charges from the natural (NBO) analysis, given in e for atoms 1 to 5:
1. C -0.25
2. O -0.50
3. C 0.72
4. N -0.62
5. C 0.33